(1)
C24H27N3O4 | the ωB97M-V functional and the def2-TZVPD basis

```
58
Properties=species:S:1:pos:R:3:forces:R:3
C 3.60628 -2.43184 5.87822 -0.002 0.128 0.223
H 2.63130 -2.48596 6.37283 0.035 0.013 -0.028
O 3.59269 -3.09276 4.63564 -0.065 -0.122 -0.339
C 2.74796 -2.65142 3.66855 -0.078 -0.008 -0.164
C 2.76981 -3.36605 2.46747 0.073 0.042 0.208
C 1.95100 -2.99802 1.42621 -0.081 0.129 0.016
C 1.10163 -1.89622 1.53647 0.093 -0.139 0.227
C 1.07120 -1.19880 2.73772 -0.002 -0.133 -0.313
C 1.88145 -1.56999 3.79687 0.214 -0.048 0.345
H 1.82353 -1.01249 4.71858 0.017 0.018 0.086
H 0.38764 -0.37350 2.88153 -0.060 0.087 0.010
C 0.23997 -1.56776 0.36454 0.009 -0.034 0.115
O -0.14097 -2.41764 -0.41688 -0.080 -0.045 0.170
N -0.01213 -0.23471 0.21671 0.052 0.270 0.077
C -0.88961 0.34029 -0.71432 -0.119 -0.276 -0.648
C -1.00128 0.01677 -2.02715 -0.057 0.285 0.743
C -0.21453 -0.85851 -2.82130 0.578 -0.286 -0.202
C 1.03488 -1.39739 -2.57068 -0.404 0.450 0.008
N 1.43693 -2.17772 -3.59908 -0.004 0.076 0.040
C 0.45545 -2.18818 -4.55919 -0.537 0.215 -0.202
C 0.40394 -2.84883 -5.77916 0.104 -0.074 -0.004
C -0.72000 -2.66218 -6.55718 0.087 -0.089 -0.066
C -1.76737 -1.84307 -6.13219 -0.171 0.082 -0.035
C -1.72194 -1.19054 -4.91858 0.043 -0.040 -0.040
C -0.59729 -1.35658 -4.11616 0.348 -0.192 0.014
H -2.54014 -0.56437 -4.59732 -0.114 0.061 0.022
H -2.63002 -1.72436 -6.77119 -0.074 0.017 -0.038
H -0.79383 -3.15966 -7.51295 0.009 -0.043 -0.066
H 1.21031 -3.48669 -6.10915 0.077 -0.067 -0.048
C 2.66421 -2.91568 -3.66718 0.252 -0.218 -0.123
H 3.26574 -2.70012 -2.78599 -0.030 0.004 -0.037
H 2.46306 -3.98938 -3.70227 0.040 0.032 0.020
H 3.22835 -2.63744 -4.56098 0.012 -0.016 0.068
H 1.69254 -1.21987 -1.74218 0.093 -0.069 0.135
H -1.81674 0.51001 -2.54103 -0.042 0.081 0.072
C -1.77282 1.39062 -0.18785 -0.427 0.297 -0.143
O -2.58924 2.00294 -0.83548 0.114 -0.059 0.207
O -1.56226 1.61437 1.13482 0.318 -0.275 -0.173
C -2.36206 2.61864 1.74626 -0.356 0.516 0.054
H -2.32248 2.40040 2.81456 -0.034 0.015 -0.097
H -3.39240 2.54017 1.38791 0.141 0.001 0.099
C -1.83212 4.02106 1.43115 -0.050 -0.274 -0.051
N -2.65533 5.04215 2.05027 0.039 -0.096 -0.045
C -2.58352 6.30159 1.33827 -0.049 -0.057 0.001
H -3.26833 7.00840 1.80455 0.000 0.087 -0.027
H -1.57288 6.73970 1.34258 0.027 0.019 0.002
H -2.89517 6.14771 0.30700 0.009 0.066 -0.054
C -2.34942 5.22080 3.45369 -0.062 -0.034 -0.044
H -2.48589 4.28044 3.98302 0.021 -0.003 0.122
H -3.03723 5.95218 3.87485 0.002 0.006 0.099
H -1.31801 5.57288 3.62078 0.022 0.004 -0.001
H -1.87772 4.14747 0.34745 0.046 -0.006 0.083
H -0.77354 4.08976 1.74231 -0.043 0.031 -0.045
H 0.20243 0.36706 0.99952 0.091 -0.187 -0.131
H 1.94878 -3.55723 0.50274 -0.011 -0.072 -0.069
H 3.43595 -4.21030 2.38697 0.079 -0.101 -0.020
H 3.90446 -1.38371 5.77318 -0.027 -0.041 -0.001
H 4.34479 -2.95642 6.48220 -0.066 0.073 -0.008
```
Positions in Å, forces in eV/Å.

structure (SMILES) = COc1ccc(C(=O)N/C(=C\c2cn(C)c3ccccc23)C(=O)OCCN(C)C)cc1
net charge = 0
gap between HOMO and LUMO = 0.2887 Eh

***

(2)
C15H25O5P2Pd | the ωB97M-V functional and the def2-TZVPD basis

```
48
Properties=species:S:1:pos:R:3:forces:R:3
Pd 0.74767 0.50986 0.20234 0.079 -0.156 -0.370
C -0.82269 1.29273 3.10566 -0.022 -0.049 0.000
P 0.71220 0.64205 2.41176 -0.004 0.061 0.109
C 0.94686 -0.97369 3.17741 0.065 -0.014 -0.039
C 2.03236 1.78331 2.98014 -0.077 0.049 -0.041
C 3.20772 1.75196 2.00285 -0.015 0.035 -0.033
P 2.55621 1.81694 0.28773 0.156 -0.159 0.009
C 2.47980 3.55353 -0.20400 -0.152 0.012 0.038
C 3.83112 1.09388 -0.77169 0.058 0.108 0.023
H -0.75108 1.35663 4.19254 0.001 -0.002 0.000
H -1.64361 0.62728 2.83831 0.007 0.000 -0.023
H -1.02543 2.28173 2.69653 -0.005 -0.002 -0.005
H 0.91522 -0.91302 4.26528 -0.025 0.020 -0.001
H 1.89736 -1.40176 2.86018 0.010 0.003 0.021
H 0.14861 -1.62042 2.81133 0.006 -0.012 0.009
H 2.32982 1.56848 4.00743 0.024 -0.028 -0.010
H 1.57613 2.77783 2.97827 0.011 0.001 0.042
H 3.76547 0.81609 2.08759 -0.011 -0.011 0.015
H 3.90762 2.56891 2.18628 0.017 -0.013 -0.001
H 3.47694 3.99410 -0.21351 0.012 -0.018 0.010
H 1.84041 4.11730 0.47504 -0.004 0.000 -0.007
H 2.04997 3.60822 -1.20438 0.007 0.020 0.000
H 4.78204 1.61200 -0.63801 0.001 -0.002 -0.017
H 3.51192 1.18282 -1.80970 -0.017 -0.015 0.002
H 3.95408 0.03791 -0.53582 -0.008 0.001 0.008
C -4.61629 -3.82653 0.06509 -0.003 0.002 0.003
O -4.32281 -3.43455 -1.27027 -0.003 -0.001 -0.004
C -3.25377 -2.65923 -1.48563 0.023 0.017 0.018
C -3.02422 -2.32013 -2.84088 -0.004 0.000 -0.012
C -1.95004 -1.55530 -3.15262 -0.020 -0.011 0.001
C -1.04721 -1.04918 -2.17078 0.025 0.060 0.001
C 0.05501 -0.25458 -2.60229 -0.052 -0.022 -0.018
C 0.43047 -0.16155 -4.05868 0.015 0.043 0.003
O 0.79596 0.44522 -1.85549 0.084 -0.040 0.097
C -1.30763 -1.37564 -0.80096 0.055 -0.007 -0.008
O -0.57671 -1.01044 0.21144 -0.156 0.091 0.204
C -2.41454 -2.19643 -0.49727 -0.027 -0.038 -0.016
H -5.50361 -4.44801 0.00424 0.001 0.000 -0.001
H -4.82158 -2.95494 0.68941 0.000 0.001 -0.001
H -3.79298 -4.40286 0.49076 0.001 0.000 -0.002
H -3.71081 -2.68185 -3.59236 0.004 0.001 -0.003
H -1.79642 -1.29581 -4.18945 0.000 -0.007 0.001
H 0.13394 -1.02156 -4.64816 0.012 -0.013 0.009
H 1.51014 -0.04073 -4.11808 -0.007 0.022 0.002
H -0.02430 0.73547 -4.48492 -0.025 -0.019 -0.016
H -2.56770 -2.43908 0.54327 0.010 0.008 0.004
O -2.35118 1.33476 -0.15917 -0.038 0.314 -0.023
O -2.27046 2.52833 -0.26679 -0.013 -0.227 0.020
```
Positions in Å, forces in eV/Å.

spin multiplicity = 3
⟨S²⟩ = 2.01
net charge = +1
gap between HOMO and LUMO (alpha / beta) = 0.2995 / 0.2849 Eh

***

(3)
C3H8N2O2 | the ωB97M-V functional and the def2-TZVPD basis

```
15
Properties=species:S:1:pos:R:3:forces:R:3
C -0.09544 2.50037 -2.15636 0.352 -4.430 0.738
C 0.48689 1.20695 -2.41929 -0.534 1.697 0.760
N 0.15068 0.36005 -1.38958 -2.904 0.505 1.263
C -0.77474 1.11001 -0.54477 2.576 1.269 -2.041
N -0.82665 2.41239 -0.97244 -0.172 -2.774 0.177
H -0.22492 3.24723 -2.90831 0.315 0.763 0.239
H 1.22924 0.86675 -3.12678 -0.328 0.197 -0.308
H 0.04843 -0.69311 -1.43849 0.733 1.978 0.055
H -1.11649 0.62689 0.39064 0.013 0.779 -0.814
H -1.98603 -2.41341 3.73153 0.447 -0.398 0.214
H -0.60405 -2.98029 3.11961 -0.776 0.096 0.502
O -1.37733 -2.41145 2.98874 0.315 0.260 -0.705
H 2.05839 -0.61047 1.44156 0.794 1.603 0.403
H 1.39308 -1.80986 2.05887 -0.087 -0.008 0.219
O 1.63893 -1.41206 1.22506 -0.746 -1.539 -0.701
```
Positions in Å, forces in eV/Å.

structure (SMILES) = c1c[nH]cn1.O.O
net charge = 0
gap between HOMO and LUMO = 0.3219 Eh

***

(4)
C15H17F5N2O6PtS7 | the ωB97M-V functional and the def2-TZVPD basis

```
53
Properties=species:S:1:pos:R:3:forces:R:3
Pt -0.31112 0.61040 0.25470 0.090 0.349 -0.171
N -0.80437 0.47605 2.50863 -0.055 0.022 0.104
C -2.18480 0.90481 2.79381 0.018 -0.051 -0.045
C -2.38890 2.38588 2.49542 0.008 0.092 0.087
C -2.55953 2.75818 1.02815 0.036 -0.043 -0.090
N -1.28821 2.68568 0.27934 -0.072 0.037 -0.122
H -0.68679 -0.51407 2.69181 -0.031 -0.015 0.011
H -0.13991 0.98383 3.08243 0.004 0.015 0.017
H -2.44483 0.70359 3.83685 0.028 0.025 0.019
H -2.84141 0.29597 2.16977 -0.014 0.021 -0.001
H -1.56200 2.96318 2.93098 -0.005 -0.008 -0.017
H -3.28192 2.71887 3.02865 -0.033 -0.042 -0.034
H -2.98881 3.76078 0.95469 0.018 0.022 0.016
H -3.25171 2.06931 0.54642 -0.017 -0.008 0.024
H -0.68163 3.45372 0.54927 0.051 -0.034 0.033
H -1.44905 2.79034 -0.72112 -0.025 -0.051 0.006
O 0.08365 0.44386 -4.29497 0.006 0.055 -0.081
S -0.70649 0.42134 -3.09245 0.096 -0.364 0.175
O -2.12063 0.59244 -3.23258 -0.090 0.003 -0.059
O -0.10807 1.23310 -2.01218 0.110 0.099 0.223
C -0.30343 -1.41278 -2.48655 -0.075 0.634 -0.194
C -0.59208 -2.23110 -3.67547 -0.155 -0.296 -0.149
C -1.26852 -3.40912 -3.61820 0.142 0.029 0.031
C -1.57286 -3.99419 -2.37427 -0.079 -0.057 -0.129
C -1.26930 -3.32929 -1.19841 -0.065 0.321 0.168
C -0.80071 -1.99834 -1.17463 0.552 -0.418 0.072
S -3.02007 -1.34641 -0.86931 -0.376 0.294 0.032
O -3.49980 -1.53925 -2.19647 0.034 -0.111 0.017
O -3.50043 -2.21636 0.15895 -0.001 -0.046 -0.006
O -2.67951 0.00060 -0.44764 0.009 -0.232 0.016
H -0.21680 -1.84345 -4.61264 -0.065 0.077 0.025
H -1.49598 -3.94285 -4.53127 0.022 -0.003 0.004
H -2.00654 -4.98417 -2.33039 -0.011 0.022 0.006
H -1.48369 -3.79423 -0.24569 0.056 -0.028 -0.006
F 1.08247 -1.23432 -2.39858 -0.002 -0.263 0.046
C -0.16188 -1.49736 0.13011 -0.099 -0.054 -0.162
F -1.03095 -1.95285 1.17569 0.011 0.071 0.041
C 1.12171 -2.24336 0.53616 -0.003 0.017 -0.009
F 1.74197 -1.58068 1.54466 -0.027 -0.016 0.008
F 0.85717 -3.47656 1.01588 -0.020 -0.059 -0.029
F 2.02095 -2.41471 -0.43135 0.024 0.095 -0.011
C 4.10006 2.26172 3.35722 0.024 -0.048 0.061
S 4.74412 3.06291 1.86551 -0.074 0.152 -0.006
C 4.43124 1.90720 0.60297 -0.210 -0.133 -0.026
C 3.17483 1.41776 0.17482 0.279 0.182 -0.143
S 1.71828 1.91602 0.80973 -0.010 -0.149 0.392
S 3.23778 0.34892 -1.18901 -0.064 -0.136 -0.047
C 4.95331 0.37994 -1.44234 -0.060 0.267 -0.056
S 5.72543 -0.37126 -2.65293 0.018 -0.101 0.032
S 5.78531 1.38625 -0.28390 0.123 -0.109 0.015
H 3.94639 3.06380 4.07763 0.033 -0.007 -0.014
H 4.82779 1.55394 3.74689 -0.018 -0.007 -0.026
H 3.15025 1.77631 3.16524 -0.035 -0.012 -0.053
```
Positions in Å, forces in eV/Å.

spin multiplicity = 5
⟨S²⟩ = 6.07
net charge = 0
gap between HOMO and LUMO (alpha / beta) = 0.2311 / 0.2126 Eh